1 | # C5H13NO

A single C5H13NO molecule (wB97M-V/def2-TZVPD, the Open Molecules 2025 dataset).

Calculated values
LUMO (eV): 0.94
SMILES string: CC(C)(C)OCN
HOMO level (eV): -8.87

Geometry (Å):
C1 -1.6953 0.3177 -1.2078
C2 -0.3594 0.3271 -0.4908
C3 -0.5371 1.0646 1.0971
C4 0.7058 1.1298 -1.2252
O1 0.0155 -0.9944 -0.2775
C5 1.1057 -1.1981 0.6133
N1 0.9970 -2.5050 1.1701
H1 -2.3898 -0.3304 -0.6779
H2 -1.5809 -0.0664 -2.2252
H3 -2.1007 1.3254 -1.2500
H4 -1.3283 0.5026 1.5901
H5 -0.9609 2.0357 0.8428
H6 0.2882 1.3673 1.7433
H7 0.3287 2.1286 -1.4378
H8 0.9508 0.6494 -2.1746
H9 1.6195 1.2088 -0.6384
H10 2.0578 -1.1037 0.0744
H11 0.8645 -0.2918 1.3787
H12 0.1413 -2.6152 1.7026
H13 1.8776 -2.9519 1.3929

2 | # C5H13NO

2 unconnected molecules or ions with the total composition C5H13NO (wB97M-V/def2-TZVPD, the Open Molecules 2025 dataset).

Calculated values
LUMO (eV): 0.88
SMILES string: CC/C=C(/C)N.O
HOMO level (eV): -8.74

Geometry (Å):
C1 0.4323 -1.9475 3.0579
C2 0.5534 -0.5715 2.4103
C3 0.6096 -0.7177 0.9057
C4 -0.2221 -0.2008 0.0119
C5 0.0288 -0.1201 -1.4672
N1 -1.4798 0.4666 0.3697
H1 1.2705 -2.5928 2.7768
H2 0.2407 -2.0015 4.1330
H3 -0.4171 -2.5073 2.6630
H4 1.4687 -0.1328 2.8167
H5 -0.2219 0.1060 2.7779
H6 1.3570 -1.4372 0.5852
H7 -0.9393 -0.1757 -1.9627
H8 0.6212 0.6684 -1.9352
H9 0.6273 -0.9792 -1.7925
H10 -1.2279 1.4328 0.5826
H11 -1.6811 0.1250 1.3066
O1 -0.2797 3.1945 -5.9468
H12 -0.9607 3.3941 -5.2910
H13 0.2202 3.9966 -6.0021

3 | # C5H13NO

2 unconnected molecules or ions with the total composition C5H13NO (wB97M-V/def2-TZVPD, the Open Molecules 2025 dataset).

Calculated values
LUMO (eV): 0.85
SMILES string: C/C=C(\C)NC.O
HOMO level (eV): -7.53

Geometry (Å):
C1 -1.2189 -1.0607 1.6455
C2 -0.6572 -1.0952 0.2359
C3 0.4121 -0.4342 -0.2342
C4 1.5013 0.0317 0.6639
N1 0.5768 -0.1212 -1.5700
C5 -0.3685 -0.2245 -2.6409
H1 -0.6864 -1.7713 2.2859
H2 -1.0369 -0.1204 2.1618
H3 -2.2618 -1.3512 1.6702
H4 -1.3781 -1.5091 -0.4517
H5 2.4893 -0.3436 0.3381
H6 1.3466 -0.3163 1.6712
H7 1.8367 1.0589 0.5616
H8 1.5112 0.1008 -1.8674
H9 -0.9298 0.7072 -2.7845
H10 0.0992 -0.6829 -3.5067
H11 -1.2003 -0.8695 -2.3973
O1 -0.0388 3.0076 1.1568
H12 0.3123 2.1219 0.9839
H13 -0.3088 2.8719 2.0779

4 | # C5H13NO

2 unconnected molecules or ions with the total composition C5H13NO (wB97M-V/def2-TZVPD, the Open Molecules 2025 dataset).

Calculated values
LUMO (eV): 0.86
SMILES string: CCC(N)=O.CC
HOMO level (eV): -9.81

Geometry (Å):
C1 0.3513 2.1994 -0.4613
C2 0.7429 0.9829 0.3629
C3 0.3294 1.2663 1.8381
N1 1.4236 1.2900 2.7182
O1 -0.8138 1.4195 2.1775
H1 -0.5481 2.7011 -0.0933
H2 0.4071 1.9098 -1.5116
H3 0.9946 3.0878 -0.3411
H4 0.1111 0.1039 0.2220
H5 1.8233 0.8968 0.2893
H6 1.1304 1.6835 3.6125
H7 2.2714 1.6221 2.2851
C4 -0.2369 -2.3626 -1.4960
C5 -1.7391 -2.4162 -1.2628
H8 0.3120 -2.2831 -0.5573
H9 0.0565 -3.1734 -2.1512
H10 -0.0363 -1.4089 -1.9923
H11 -2.2836 -2.4616 -2.2126
H12 -2.2509 -1.6940 -0.6241
H13 -2.0450 -3.3633 -0.8018

Structures ranked by computed energy, the most stable listed first: 4, 2, 3, 1.

1 | # C3H7N2P

A single C3H7N2P molecule (wB97M-V/def2-TZVPD, the Open Molecules 2025 dataset).

Calculated values
LUMO (spin up / spin down) (eV): -0.14 / -0.14
SMILES string: PN1CCC=N1
HOMO level (spin up / spin down) (eV): -7.73 / -7.73

Geometry (Å):
P1 -2.3115 -0.1303 1.2941
N1 -0.7534 0.1644 -0.2030
C1 0.5072 0.7080 0.2652
C2 1.6324 -0.1769 -0.2950
C3 0.7062 -1.2142 -0.9697
N2 -0.5443 -0.9394 -0.8322
H1 -2.9091 -0.1736 0.1063
H2 -2.5785 1.1635 1.7273
H3 0.6718 1.0572 1.2958
H4 0.4224 1.6185 -0.3316
H5 2.1796 -0.5176 0.5211
H6 2.1748 0.4809 -0.9632
H7 0.8024 -2.0407 -1.6151

2 | # C3H7N2P

A single C3H7N2P molecule (wB97M-V/def2-TZVPD, the Open Molecules 2025 dataset).

Calculated values
LUMO (eV): 0.97
SMILES string: PN1CCC=N1
HOMO level (eV): -7.65

Geometry (Å):
P1 0.1247 2.2348 -1.0159
N1 0.0262 0.7885 -0.1486
C1 -0.3738 -0.4977 -0.6870
C2 0.1092 -1.5409 0.3077
C3 0.8065 -0.5877 1.2168
N2 0.7187 0.6302 0.9089
H1 0.1757 2.9154 0.2516
H2 -1.2402 2.4666 -1.0950
H3 -0.0198 -0.7740 -1.6930
H4 -1.4794 -0.4964 -0.6839
H5 0.6667 -2.4436 -0.1058
H6 -0.8548 -1.8698 0.6684
H7 1.3403 -0.8253 2.0757

3 | # C3H7N2P

2 unconnected molecules or ions with the total composition C3H7N2P (wB97M-V/def2-TZVPD, the Open Molecules 2025 dataset).

Calculated values
LUMO (eV): 0.19
HOMO level (eV): -8.48

Geometry (Å):
C1 -0.7787 1.3485 -0.3380
C2 0.2180 0.9549 0.4429
C3 0.1506 -0.2546 1.3446
N1 3.2428 -0.8149 -1.3031
N2 2.7826 -1.3300 -2.2365
P1 2.0638 -2.0310 -3.4993
H1 -0.8264 2.2566 -0.8960
H2 -1.6769 0.7949 -0.3961
H3 1.1063 1.5013 0.6009
H4 -0.4977 -1.1354 1.0177
H5 -0.1400 0.2459 2.1871
H6 1.1354 -0.7745 1.4452
H7 2.1255 -0.8270 -4.1398

Structures ranked by computed energy, the most stable listed first: 2, 3, 1.

1 | # C5H4N2

A molecular structure, C5H4N2 (wB97M-V/def2-TZVPD, the Open Molecules 2025 dataset).

Calculated values
LUMO (spin up / spin down) (eV): -1.03 / -0.89
HOMO level (spin up / spin down) (eV): -9.15 / -9.03

Geometry (Å):
C1 -0.0617 1.7506 -0.0414
N1 1.8893 -1.4355 -0.0770
N2 0.8935 -2.1846 -0.0176
C2 1.7213 -0.1281 -0.0099
C3 -0.3126 -1.3419 0.0269
C4 0.5498 0.4166 0.0306
C5 -1.5277 -1.5742 0.0662
H1 -0.9324 1.8479 0.6046
H2 0.6559 2.5004 0.2962
H3 -0.3383 2.0205 -1.0614
H4 -2.5369 -1.8718 0.1828

2 | # C5H4N2

A single C5H4N2 molecule (wB97M-V/def2-TZVPD, the Open Molecules 2025 dataset).

Calculated values
LUMO (spin up / spin down) (eV): 0.57 / 0.57
SMILES string: C#Cc1cc[nH]n1
HOMO level (spin up / spin down) (eV): -8.04 / -8.04

Geometry (Å):
C1 -3.0911 0.0482 0.0106
C2 -1.8949 0.1604 -0.0958
C3 -0.5357 0.1005 0.0474
C4 0.4029 -0.9133 -0.0322
C5 1.7082 -0.4131 -0.0682
N1 1.7044 0.9352 0.0183
N2 0.5704 1.5611 -0.0536
H1 -4.1981 0.0700 -0.0751
H2 0.3225 -1.9280 0.0719
H3 2.4806 -1.1315 0.0830
H4 2.5309 1.5103 0.0937

3 | # C5H4N2

A single C5H4N2 molecule (wB97M-V/def2-TZVPD, the Open Molecules 2025 dataset).

Calculated values
LUMO (eV): -0.80
SMILES string: C#C/C(N)=C\C#N
HOMO level (eV): -9.14

Geometry (Å):
C1 -0.9079 2.3387 0.0022
C2 -0.7529 1.1691 0.1034
C3 -0.3831 -0.1876 -0.1570
N1 -1.1987 -1.3270 -0.3897
C4 0.8392 -0.6334 0.1954
C5 2.0680 0.0585 -0.1662
N2 3.1997 0.5166 -0.1356
H1 -0.8371 3.4791 -0.5610
H2 -2.0937 -1.4668 0.3922
H3 -0.6021 -2.2370 0.2154
H4 0.6686 -1.7101 0.5008

4 | # C5H4N2

A single C5H4N2 molecule (wB97M-V/def2-TZVPD, the Open Molecules 2025 dataset).

Calculated values
LUMO (eV): 0.60
SMILES string: C#Cc1ccn[nH]1
HOMO level (eV): -9.13

Geometry (Å):
C1 0.0037 -2.5551 1.2107
C2 0.2226 -1.4348 0.8181
C3 0.2212 -0.1684 0.2051
C4 -0.4315 0.9943 0.5543
C5 -0.2043 1.8503 -0.5383
N1 0.4874 1.2528 -1.5043
N2 0.7298 0.0307 -1.0377
H1 -0.7146 -3.3349 1.1046
H2 -1.0212 1.1356 1.4495
H3 -0.4767 2.8905 -0.6457
H4 1.1835 -0.6610 -1.6163

Structures ranked by computed energy, the most stable listed first: 4, 2, 3, 1.

1 | # C5H4N2

A single C5H4N2 molecule (wB97M-V/def2-TZVPD, the Open Molecules 2025 dataset).

Calculated values
LUMO (eV): 0.18
SMILES string: C#C[C@H]1C=CN=N1
HOMO level (eV): -9.67

Geometry (Å):
C1 -1.7582 -1.5017 -1.3543
C2 -0.8032 -0.8917 -0.9522
C3 0.3559 -0.1263 -0.4919
C4 0.0649 1.1057 0.3051
C5 0.7597 0.9739 1.4343
N1 1.4613 -0.2764 1.4497
N2 1.2384 -0.9207 0.4051
H1 -2.6067 -2.0464 -1.7087
H2 0.9928 0.1227 -1.3565
H3 -0.5696 1.9212 -0.0117
H4 0.8646 1.6397 2.2811

2 | # C5H4N2

A single C5H4N2 molecule (wB97M-V/def2-TZVPD, the Open Molecules 2025 dataset).

Calculated values
LUMO (eV): 0.62
SMILES string: C=C=C1N[C@H]1C#N
HOMO level (eV): -9.39

Geometry (Å):
C1 2.4137 -0.1832 -0.4882
C2 1.3811 0.1815 0.2286
C3 0.1208 -0.0799 0.3420
N1 -0.7888 -1.0345 0.7844
C4 -1.2152 -0.0218 -0.2301
C5 -2.0823 1.0754 0.1196
N2 -2.7550 1.9762 0.3900
H1 3.4479 0.1068 -0.4157
H2 2.1189 -0.9033 -1.2483
H3 -1.1507 -0.8827 1.7212
H4 -1.3501 -0.4384 -1.2289

Structures ranked by computed energy, the most stable listed first: 1, 2.